[1]
80
Properties=species:S:1:pos:R:3:forces:R:3:lowdin_charge:R:1 method="wB97M-V/def2-TZVPD" gap_ev=6.45 spin_multiplicity=1 total_charge=-1 lumo_ev=1.918 e_above_lowest_kj_mol=81.4 e_homo_ev=-4.53 energy_ha=-5493.007343
C 1.581744 -6.392910 1.256365 0.19 -0.05 0.05 -0.0836
Pb -0.216609 -1.182007 -0.055225 -0.25 0.05 -0.05 1.2670
C 2.164918 3.571785 -3.585554 0.02 -0.01 -0.08 -0.1044
H 0.512386 2.362518 -4.239659 -0.01 0.01 0.01 0.1026
C -4.615503 1.637589 -0.227989 0.08 -0.07 -0.21 -0.3491
C -1.808441 2.519641 2.769758 0.03 0.03 -0.01 -0.0772
C 4.116276 1.724054 3.514944 -0.04 -0.05 0.01 -0.0323
C -5.953409 2.267927 0.019616 0.08 -0.04 0.01 -0.0367
H 5.117580 -4.369339 1.325391 0.01 0.03 0.02 0.1159
C 3.159085 1.216147 2.645734 -0.22 0.13 -0.52 -0.1220
C -3.496187 -4.265371 -2.175537 0.04 0.05 0.03 -0.1038
C -0.093469 2.342406 1.078020 -0.19 -0.01 -0.10 -0.3557
H 3.249613 -0.877670 -0.326462 0.05 0.00 0.01 0.1030
C -2.076765 -2.268363 -2.444576 -0.20 -0.24 -0.18 -0.4066
H -5.086228 -1.964968 -4.078399 -0.03 0.01 0.03 0.0954
O 3.452564 -1.064693 3.297627 0.54 -0.07 0.08 -0.0066
C -4.306345 -2.404639 -3.470703 0.13 -0.08 0.03 -0.1338
N -0.365880 -3.705464 -0.452548 -0.15 0.20 -0.13 0.0018
H 3.869990 4.512145 -2.689726 -0.01 0.00 0.01 0.0977
S -2.552102 -1.178387 1.448535 -0.15 -0.40 0.38 0.5014
C 3.215902 -1.914520 -0.007607 -0.09 -0.06 0.00 -0.1308
H 0.235599 1.260689 -2.043612 -0.13 0.04 -0.09 0.0683
C -2.329102 3.636197 2.132214 -0.06 -0.01 0.03 -0.0996
C 1.771127 2.387921 -1.074772 0.14 -0.49 0.03 -0.3562
O -0.990087 -1.611241 -2.323357 0.17 0.08 0.35 -0.2289
H -4.116119 2.789581 -2.000398 -0.01 0.02 0.02 0.0991
C 2.821286 -5.820864 1.324049 -0.05 -0.12 0.03 -0.0432
C 1.922605 -3.788312 0.311986 0.14 -0.27 0.03 -0.1548
H 3.660112 -6.360153 1.746867 0.00 0.01 0.02 0.1082
C 3.774200 3.925561 2.636053 0.03 0.21 -0.03 -0.0974
H 5.301949 -2.013757 0.531473 -0.01 0.02 0.05 0.1093
H -6.245304 2.910377 -0.809750 -0.04 0.04 0.03 0.0683
N -2.167276 0.501674 -0.523588 -0.36 0.25 -0.10 -0.0575
C 3.016177 -4.502544 0.859042 -0.24 0.09 -0.05 -0.1454
H 1.423282 -7.394704 1.635267 0.01 0.01 0.02 0.1003
Br -6.103086 -4.625839 -3.266886 0.06 0.02 0.01 0.6600
H -1.865425 1.705962 -2.154906 0.02 0.03 -0.05 0.1016
C -3.807088 2.035071 -1.290973 0.06 0.00 0.02 -0.0293
H 2.300143 4.054371 -4.545309 0.02 -0.01 -0.01 0.0946
C 2.697690 -0.233438 2.794836 -0.87 -0.03 -0.15 -0.6804
P 1.353787 1.397083 0.447522 0.80 1.20 0.39 1.0303
C 4.437082 3.069494 3.499189 0.07 0.06 0.09 -0.0945
C -4.476577 -3.683545 -2.929879 -0.23 -0.17 -0.04 -0.7021
C -1.307867 -4.269640 -1.115209 0.28 -0.17 0.13 -0.0808
C 4.263194 -3.840888 0.920016 -0.02 0.09 -0.06 -0.0051
N 2.055801 -2.507470 -0.107025 0.27 -0.19 -0.20 0.0091
C 2.829622 3.431481 1.752211 -0.01 -0.15 -0.01 -0.1184
H -1.363708 -5.365117 -1.151721 0.02 0.02 0.02 0.1284
H 3.566289 3.435611 -0.513612 -0.03 0.04 -0.01 0.0878
H 3.997752 4.985813 2.648197 -0.04 0.02 0.01 0.0958
C 3.034497 3.838438 -2.540479 0.02 -0.02 -0.01 -0.0926
H -0.472329 -6.181745 0.666565 -0.03 0.02 -0.02 0.1058
H -5.901961 2.857693 0.936318 -0.04 0.03 -0.01 0.0773
H -2.279565 2.129677 3.662625 -0.01 -0.01 0.00 0.1070
H -2.983935 -0.741394 -3.648456 0.03 -0.01 -0.04 0.1073
C 2.852747 3.237937 -1.300176 -0.07 0.05 0.00 -0.0904
H -3.206812 4.129849 2.531641 0.00 0.02 0.00 0.0954
C -3.041079 0.115965 0.437860 -0.01 0.12 -0.25 -0.8800
H -0.301203 0.992846 2.725120 0.09 -0.07 0.11 0.0861
C -0.623697 3.461101 0.441266 0.03 -0.02 0.08 -0.1024
C 0.497950 -5.703149 0.690609 -0.13 0.27 -0.13 -0.0219
N -4.245244 0.681394 0.609817 -0.06 0.04 0.15 0.1039
C 1.150566 2.639694 -3.409438 -0.03 0.00 -0.04 -0.0854
C 0.978653 2.040055 -2.174455 0.01 0.07 0.13 -0.1278
C 4.367450 -2.553663 0.484261 0.13 -0.12 0.09 -0.0374
H 5.183337 3.464190 4.177916 0.00 -0.02 0.04 0.0945
H -0.181138 3.830537 -0.475179 0.00 0.02 0.00 0.0979
H 4.578539 1.047025 4.222123 -0.01 -0.07 -0.06 0.1117
C -3.136382 -1.734188 -3.244440 0.01 0.06 0.11 -0.0163
C -2.566537 1.431607 -1.375464 -0.15 -0.01 0.04 -0.1433
O 1.499619 -0.417559 2.410923 0.06 0.01 -0.25 -0.1735
H 2.304297 4.115464 1.097847 -0.02 0.02 0.03 0.0992
C -0.695001 1.880277 2.251420 -0.01 -0.10 -0.14 -0.1002
H -3.647979 -5.257989 -1.768159 0.02 -0.02 -0.01 0.1038
H -2.144334 4.969954 0.467435 0.02 0.01 -0.02 0.0974
C -2.304025 -3.579196 -1.886902 -0.13 0.41 -0.18 -0.1421
C -1.732951 4.103555 0.971962 -0.07 0.11 -0.05 -0.0984
C 2.546045 2.067050 1.699007 0.33 -0.34 0.36 -0.2648
C 0.646212 -4.431163 0.179515 0.24 -0.49 0.21 -0.1990
H -6.700918 1.490486 0.168992 -0.03 0.01 0.00 0.0786


[2]
17
Properties=species:S:1:pos:R:3:forces:R:3:nbo_charge:R:1 method="wB97M-V/def2-TZVPD" gap_ev=9.78 spin_multiplicity=1 lumo_ev=-0.028 e_above_lowest_kj_mol=457.3 e_homo_ev=-9.80 energy_ha=-1428.481551
H 0.577862 -2.628014 0.692404 -3.23 -2.13 1.19 0.2190
H -2.830960 2.439821 0.614487 0.30 -0.35 0.29 0.1500
O 3.363382 2.111425 -0.614948 1.17 1.16 -0.19 -0.4012
H 2.078415 -2.088715 1.079963 1.86 0.05 1.79 0.2228
H 1.740299 -2.502609 -0.577840 -0.70 1.08 1.17 0.2261
O -0.962608 2.511115 -0.235679 -1.42 -1.07 1.26 -0.5500
Cl -3.572070 -0.187641 0.111794 -1.06 0.19 0.54 0.1775
N -0.088285 -0.580920 -0.837189 -2.31 0.41 -0.17 -0.3835
C 0.837075 -0.593875 0.222982 0.45 -0.05 0.21 0.0838
C -1.292977 -0.167165 -0.835783 2.76 0.33 -0.35 0.2982
N 2.618202 1.243022 -0.326374 0.06 0.37 -0.37 0.2510
Cl 0.148397 -0.175570 1.867706 0.18 0.18 0.23 -0.0741
C 1.322721 -2.039617 0.388630 2.41 1.52 -4.06 -0.5806
H -1.810324 -0.233894 -1.752652 -0.60 -0.51 -1.10 0.1822
N -2.066768 0.564671 0.097215 0.45 -0.97 0.38 -0.4913
C 1.873149 0.409081 -0.121968 -1.43 -2.10 0.90 0.1472
C -1.935517 1.918891 0.227249 1.09 1.90 -1.71 0.5229


[3]
27
Properties=species:S:1:pos:R:3:forces:R:3:nbo_charge:R:1 method="wB97M-V/def2-TZVPD" gap_ev="7.18 / 6.13" spin_multiplicity=1 total_charge=-1 lumo_ev="3.050 / 2.704" e_above_lowest_kj_mol=183.4 e_homo_ev="-4.13 / -3.42" energy_ha=-1045.987580
H -1.356478 1.054234 -1.155273 0.59 -0.08 -0.90 0.2069
S 3.736231 -2.015560 -0.227171 0.39 0.27 0.51 0.1859
H 3.772440 -1.382894 2.251692 1.50 0.55 -2.75 0.1891
H -1.115753 -2.326128 -0.000012 -0.25 -1.58 1.08 0.2002
H -0.282757 -1.004167 -0.553444 1.19 0.73 0.12 0.2536
C -1.766501 1.027236 -0.173991 0.35 -0.34 1.33 -0.4885
H 5.435185 -1.312186 1.275378 -1.25 0.83 0.09 0.2143
C -0.575537 1.221429 0.856989 -0.27 0.42 1.29 0.6917
O -0.729139 1.048822 2.099954 0.71 0.24 -3.43 -0.6351
H -2.351804 -0.604981 1.158843 -0.05 0.23 0.30 0.2169
C 2.435385 -0.992652 -0.697547 -2.32 0.36 -0.51 0.0830
H -1.517757 -1.598735 -1.480675 -0.32 -0.48 -1.62 0.1866
C -1.244632 -1.412075 -0.485036 -0.65 1.01 0.07 -0.6341
C 4.337136 -1.045633 1.200017 -1.03 -0.40 2.38 -0.7675
H 0.715400 1.930431 -0.727328 -0.40 -0.14 0.48 0.4516
C -2.246276 -0.445699 0.093844 -1.10 0.53 -0.14 -0.3894
H -3.238192 -0.688747 -0.353341 0.45 0.58 0.26 0.1842
H -2.503769 1.865868 -0.208394 0.25 -0.83 0.85 0.2175
C 2.903767 2.039534 -0.316959 1.85 -2.28 1.53 0.7230
H 4.037607 0.048987 1.052126 1.19 -1.42 -0.14 0.3083
C 1.940584 1.268861 0.636676 -1.75 -0.79 1.00 -0.0450
N 1.476121 -1.155111 -1.499101 1.47 0.90 0.26 -0.7723
N 0.639884 1.569395 0.246015 -0.35 -1.16 0.68 -0.6553
O 2.334062 2.568172 -1.277048 0.18 0.63 -0.33 -0.7422
O 4.122060 1.845911 -0.015599 -1.14 1.04 -0.62 -0.7549
H 1.377487 -1.883541 -2.215137 0.46 -0.14 0.49 0.3434
H 2.010039 0.782020 1.701647 0.32 1.34 -2.31 0.2280


[4]
19
Properties=species:S:1:pos:R:3:forces:R:3:nbo_charge:R:1 method="wB97M-V/def2-TZVPD" gap_ev=10.44 spin_multiplicity=1 lumo_ev=0.843 e_above_lowest_kj_mol=165.0 e_homo_ev=-9.60 energy_ha=-816.502638
H 0.000679 -1.866021 -2.214237 -1.77 1.06 0.59 0.3893
H 1.069686 -1.956329 -0.075122 0.38 0.14 -0.01 0.2145
N -0.894870 -1.410132 -1.825548 2.15 0.76 1.49 -0.8617
H 2.541282 -0.304960 1.357405 0.75 -0.62 -0.66 0.2293
H -1.313396 -0.911225 0.411414 2.28 0.37 -1.41 0.2166
N -0.756677 0.679244 -0.961436 -0.81 1.34 -0.49 -0.7122
S -1.159017 0.129596 -2.497378 2.59 -1.10 2.13 2.4125
H 1.077110 -0.486792 2.150830 -0.18 -0.55 -1.85 0.2135
O -2.513968 0.280147 -2.813759 -1.76 0.60 -0.66 -0.9062
H -1.292501 1.603998 0.751394 -0.13 0.26 0.97 0.2072
C 1.010701 -0.861357 -0.152109 0.09 -0.64 -0.29 -0.4571
O -0.108104 0.530931 -3.368357 -0.15 0.01 -0.99 -0.9191
H 1.391416 0.860788 1.203053 -0.33 -0.14 -0.92 0.2142
H 1.718372 -0.517102 -1.007555 -1.77 -0.48 1.08 0.2429
C -0.482649 -0.605023 -0.389419 -1.59 -1.80 -1.86 0.1513
H -2.634776 1.590581 -0.479544 0.45 -0.31 0.53 0.2018
C -1.547991 1.717039 -0.273902 -1.30 -3.02 -0.59 -0.4067
C 1.497076 -0.235280 1.105665 -0.01 1.73 3.75 -0.6406
H -1.355208 2.657344 -0.626520 1.12 2.39 -0.81 0.2104


[5]
16
Properties=species:S:1:pos:R:3:forces:R:3:nbo_charge:R:1 method="wB97M-V/def2-TZVPD" gap_ev=8.51 spin_multiplicity=1 lumo_ev=0.685 e_above_lowest_kj_mol=330.5 e_homo_ev=-7.82 energy_ha=-321.964492
C -1.795620 0.894073 2.362495 -1.63 -0.60 0.22 -0.6409
H 0.099944 2.019442 1.643291 -0.85 -0.51 0.55 0.2073
N 0.522188 1.006830 -0.571977 1.33 -1.92 -0.15 -0.5300
N 0.143099 -1.884123 -0.939987 -1.38 -3.79 0.18 -0.6589
H -2.615028 0.240185 1.827618 2.03 0.78 0.76 0.2090
H -0.759305 -0.592053 0.250273 0.61 2.23 0.78 0.2012
H 0.501949 -2.336532 -0.051202 -0.34 0.58 -1.56 0.3589
H -1.713001 0.501806 3.417131 -0.04 0.65 -0.97 0.2099
H -0.298771 -2.644355 -1.581666 1.23 1.94 1.50 0.3703
H 1.776896 -1.532220 -2.206365 -0.91 0.32 0.89 0.3675
H 1.808778 0.725322 -2.196144 -0.93 -0.72 0.93 0.1770
C -0.503818 1.082471 1.598578 -0.31 1.42 0.26 -0.2459
C 1.120976 0.228435 -1.436764 -0.53 2.45 0.79 0.2845
N 1.055123 -1.114219 -1.582424 2.03 -0.36 -1.82 -0.4616
C -0.241436 0.408195 0.511689 -0.88 -1.87 -2.88 -0.0691
H -2.324950 1.879950 2.341783 0.57 -0.59 0.53 0.2208


[6]
47
Properties=species:S:1:pos:R:3:forces:R:3:nbo_charge:R:1 method="wB97M-V/def2-TZVPD" gap_ev=8.72 spin_multiplicity=1 lumo_ev=0.789 e_above_lowest_kj_mol=158.2 smiles="COC(=O)Cc1c[nH]c2ccc(OC[C@@H](O)CNC(C)C)cc12" e_homo_ev=-7.93 energy_ha=-1072.670466
H -2.562081 -0.046027 2.397962 -0.01 0.05 -0.08 0.1961
C -1.970097 -3.309913 -2.125377 -0.01 0.00 0.07 -0.2014
H 2.409214 1.869427 -2.080751 -0.08 0.02 0.15 0.2202
O -0.594727 1.829427 1.118440 0.08 0.35 0.02 -0.7329
H 1.963068 -0.894666 4.074510 0.04 0.06 -0.01 0.1809
C -2.178666 -2.913699 -0.825597 0.00 0.02 0.05 -0.2557
C -2.169352 -0.019943 1.378634 0.18 0.47 0.01 -0.0850
H 4.312608 -0.125745 4.180846 0.14 0.03 0.09 0.2056
H 1.530503 1.395306 2.328336 0.01 -0.05 -0.01 0.3609
H -2.407173 -3.635322 -0.057925 -0.03 -0.11 0.08 0.2246
H 1.702524 1.061808 -0.652021 -0.05 0.04 -0.01 0.2003
C -1.243294 -0.238219 -3.867278 -0.10 -0.03 -0.26 -0.1203
H -0.521759 0.813226 3.489285 -0.04 -0.10 0.00 0.1688
H -2.774238 0.693314 0.802327 0.07 -0.07 0.05 0.1774
N -1.379956 -2.409220 -4.397155 0.06 -0.31 -0.32 -0.5143
H -1.785254 0.464855 -1.122526 0.02 0.09 0.12 0.2111
C 2.202909 0.134582 3.778848 0.30 0.12 0.08 -0.0399
C -0.025967 0.179883 2.735565 -0.08 0.25 -0.46 -0.2269
H 2.132120 2.099779 4.685301 0.03 0.13 -0.02 0.2003
C -1.590270 -0.968856 -2.692111 -0.05 -0.57 -0.20 -0.0080
H -2.034191 -4.350883 -2.404244 -0.01 -0.13 0.02 0.2133
H -0.660429 1.972451 0.167100 -0.01 -0.03 0.02 0.4791
N 1.394645 0.427632 2.607955 -0.06 0.13 -0.14 -0.6342
C 1.945444 1.065777 4.970889 -0.08 -0.34 -0.22 -0.6278
H -0.859394 -0.997336 -5.901477 0.06 0.02 -0.18 0.2131
H -1.724825 1.781761 -3.347719 -0.02 0.05 -0.07 0.2299
C 1.586751 1.879990 -1.363927 0.55 0.00 -0.02 -0.2827
O 1.416170 1.407439 -4.005927 -0.02 -0.01 -0.02 -0.5950
C -1.829193 -0.581378 -1.373670 -0.10 -0.04 0.32 -0.3203
H -0.172606 -0.869758 3.004217 -0.09 0.02 0.00 0.2005
H -1.003601 1.571488 -4.973379 0.03 0.08 0.09 0.2418
C -0.987795 1.236489 -3.936964 0.22 -0.24 0.03 -0.5117
H 2.604455 0.809824 5.796518 0.06 0.02 0.14 0.2099
O 0.348286 1.720870 -2.054005 -0.34 0.08 0.33 -0.5363
H 3.942523 1.218428 3.095887 0.06 0.16 -0.03 0.1967
C -0.693652 0.444358 1.385733 -0.21 -0.68 0.21 0.0582
C -2.105514 -1.560855 -0.440912 -0.03 0.08 -0.08 0.2903
C -1.664326 -2.329304 -3.062279 -0.05 0.44 0.49 0.0875
C -1.117114 -1.155104 -4.872092 -0.04 0.33 0.03 -0.0010
H -0.144996 -0.129662 0.626895 -0.06 0.05 0.10 0.1846
H 1.559258 2.832003 -0.834394 -0.03 -0.07 -0.01 0.1917
O -2.331395 -1.329499 0.891527 0.04 -0.40 -0.12 -0.4963
C 0.398159 1.470832 -3.371675 -0.01 0.17 -0.43 0.8130
H 3.842723 -0.441162 2.504818 0.05 -0.05 -0.09 0.2180
C 3.672478 0.199633 3.365198 -0.31 -0.23 0.13 -0.6040
H -1.349733 -3.255236 -4.939327 0.00 0.11 0.05 0.4134
H 0.917762 0.981206 5.315940 -0.10 0.05 0.08 0.2068